## 1
14
Properties=species:S:1:pos:R:3 method="wB97M-V/def2-TZVPD" total_charge=+1 lumo_energy_ev=-5.9362 homo_ev=-15.910 mol_weight_g_mol=60.12
C 1.847 0.289 -1.100
N 0.604 0.378 -1.446
H 2.156 -0.149 -0.158
H 2.668 0.714 -1.658
H 0.348 0.893 -2.282
H -0.120 -0.097 -0.863
C -1.849 -0.315 0.930
C -0.414 -0.308 1.495
H -2.348 -1.291 1.026
H -1.774 -0.094 -0.139
H -2.604 0.399 1.332
H 0.123 -1.114 0.947
H 0.151 0.641 1.360
H -0.327 -0.545 2.602


## 2
14
Properties=species:S:1:pos:R:3 method="wB97M-V/def2-TZVPD" total_charge=+1 lumo_energy_ev=-4.3079 homo_ev=-17.720 mol_weight_g_mol=60.12
C 0.045 1.258 0.652
C -1.184 -0.349 -0.793
C 1.168 -0.827 -0.071
N -0.108 -0.156 0.276
H 0.705 1.549 -0.131
H -0.797 1.941 0.603
H 0.386 1.265 1.698
H -0.726 0.211 -1.586
H -1.024 -1.443 -1.005
H -2.144 -0.081 -0.443
H 1.171 -1.835 0.124
H 1.245 -0.694 -1.166
H 1.940 -0.346 0.488
H -0.339 -0.741 1.431


Which is the most stable structure? 1 is the most stable.


## 1
15
Properties=species:S:1:pos:R:3 method="wB97M-V/def2-TZVPD" total_charge=+1 lumo_energy_ev="-4.8973 / -4.9212" homo_ev="-12.728 / -12.716" mol_weight_g_mol=118.18
C 0.426 -0.045 0.938
C -1.544 -1.326 0.473
C 1.497 1.699 -0.375
C -0.372 -1.065 1.496
N 1.034 0.763 0.410
O 0.546 0.611 -2.625
S -0.555 0.160 -3.476
H -1.323 -1.774 -0.482
H -2.233 -2.030 1.089
H -2.017 -0.315 0.288
H 2.174 1.280 -1.187
H 2.067 2.525 0.154
H 0.785 2.390 -0.906
H 0.340 -1.938 1.759
H -0.826 -0.935 2.445


## 2
15
Properties=species:S:1:pos:R:3 method="wB97M-V/def2-TZVPD" total_charge=+1 lumo_energy_ev=-4.9192 homo_ev=-12.398 mol_weight_g_mol=118.18
C -0.742 1.455 0.636
C -1.896 0.944 0.403
C 0.507 0.770 0.305
C 0.426 -0.616 0.069
N 0.849 -1.133 -1.234
O 0.769 -1.462 1.057
S -1.973 -0.649 -0.398
H -0.685 2.443 0.908
H -2.850 1.379 0.422
H 0.885 1.217 -0.551
H 1.223 0.893 1.173
H 0.142 -1.330 -1.990
H 1.322 -2.104 -1.045
H 1.657 -0.532 -1.618
H 0.366 -1.275 1.865


## 3
15
Properties=species:S:1:pos:R:3 method="wB97M-V/def2-TZVPD" smiles="C=CC(=S)[C@@H]([NH3+])O" total_charge=+1 lumo_energy_ev=-5.3714 homo_ev=-14.048 mol_weight_g_mol=118.18
C 1.203 1.853 -0.813
C 0.065 1.717 -0.208
C 0.086 -0.898 -0.083
C -0.405 0.509 0.391
N -0.386 -1.832 0.954
O -0.585 -1.166 -1.226
S -1.692 0.664 1.408
H 1.537 2.728 -1.205
H 1.984 1.019 -0.946
H -0.599 2.508 0.146
H 1.235 -0.857 -0.059
H -0.812 -2.585 0.522
H 0.265 -2.011 1.673
H -1.239 -1.212 1.249
H -0.657 -0.436 -1.802


## 4
15
Properties=species:S:1:pos:R:3 method="wB97M-V/def2-TZVPD" total_charge=+1 lumo_energy_ev=-3.2953 homo_ev=-13.384 mol_weight_g_mol=118.18
C 0.911 -1.289 -1.004
C 0.373 -1.495 0.216
C 1.141 0.541 0.232
C -1.078 0.171 1.074
N 1.263 0.002 -1.149
O 0.319 -0.352 1.017
S -2.180 -0.436 -0.219
H 0.883 -2.097 -1.733
H -0.241 -2.405 0.607
H 2.120 0.686 0.736
H 0.655 1.495 0.153
H -1.313 -0.360 1.988
H -0.995 1.305 0.983
H 0.950 0.620 -1.872
H -2.428 -1.501 0.459


Which is the most stable structure? 3 is the most stable.


## 1
19
Properties=species:S:1:pos:R:3 method="wB97M-V/def2-TZVPD" smiles="[H]/N=C/NCCCC" lumo_energy_ev=0.9470 homo_ev=-8.482 mol_weight_g_mol=100.16
C -2.068 -1.406 -0.456
C -1.728 -0.058 -1.092
C -1.331 1.239 -0.284
C -0.097 1.141 0.587
N 0.952 0.334 -0.024
C 1.984 -0.131 0.759
N 2.814 -1.065 0.491
H -1.448 -2.320 -0.771
H -1.776 -1.407 0.599
H -3.123 -1.731 -0.443
H -2.656 0.168 -1.648
H -1.022 -0.039 -1.919
H -2.145 1.523 0.399
H -1.234 2.093 -0.963
H 0.421 2.124 0.683
H -0.411 0.838 1.592
H 1.206 0.335 -0.999
H 1.914 0.121 1.843
H 2.930 -1.711 1.267


## 2
19
Properties=species:S:1:pos:R:3 method="wB97M-V/def2-TZVPD" smiles="[H]/N=C/NCCCC" lumo_energy_ev=1.0254 homo_ev=-8.382 mol_weight_g_mol=100.16
C 1.150 1.674 -1.768
C 1.299 0.360 -1.004
C 1.023 0.485 0.493
C -0.446 0.373 0.910
N -1.161 -0.773 0.346
C -1.618 -1.720 1.206
N -2.246 -2.761 0.804
H 1.186 1.537 -2.845
H 0.142 2.035 -1.537
H 1.830 2.453 -1.436
H 2.243 -0.161 -1.159
H 0.565 -0.328 -1.432
H 1.563 1.295 0.984
H 1.472 -0.403 0.964
H -0.612 0.402 1.981
H -0.977 1.218 0.453
H -1.104 -1.134 -0.594
H -1.260 -1.599 2.237
H -3.048 -2.956 1.396


## 3
19
Properties=species:S:1:pos:R:3 method="wB97M-V/def2-TZVPD" smiles=CC(C)[C@H]1NN1C lumo_energy_ev=1.1322 homo_ev=-8.581 mol_weight_g_mol=100.16
C -0.293 -0.511 -0.128
C 2.145 -0.438 -0.892
C 0.867 1.632 -0.161
C -2.563 -0.016 0.829
C 1.060 0.067 0.037
N -0.654 -1.636 0.743
N -1.154 -0.295 0.974
H -0.599 -0.584 -1.244
H 1.745 -1.023 -1.708
H 2.819 -1.005 -0.331
H 2.760 0.421 -1.260
H 0.854 1.833 -1.282
H 1.685 2.197 0.345
H -0.042 2.015 0.373
H -2.806 0.976 0.990
H -2.835 -0.294 -0.212
H -3.075 -0.740 1.529
H 1.369 -0.278 1.080
H -1.282 -2.319 0.318


## 4
19
Properties=species:S:1:pos:R:3 method="wB97M-V/def2-TZVPD" lumo_energy_ev="0.7457 / 0.3762" homo_ev="-7.302 / -6.776" mol_weight_g_mol=100.16
C -0.388 0.412 -0.056
C -0.842 0.879 1.325
C -1.012 -1.903 -0.002
N -1.196 -0.667 -0.546
N -0.388 1.458 -1.046
C 1.165 -0.295 0.170
C 2.156 -0.018 -0.757
H -1.264 -0.632 -1.555
H 0.551 1.593 -1.413
H -0.725 2.344 -0.692
H 1.484 -0.115 1.197
H -0.153 1.638 1.697
H -1.842 1.312 1.260
H -0.867 0.062 2.045
H -1.362 -2.745 -0.584
H -1.134 -1.986 1.069
H 0.662 -1.438 0.164
H 3.148 0.287 -0.456
H 2.007 -0.187 -1.818


Which is the most stable structure? 2 is the most stable.